1.
A single C5H10OS molecule at a distorted geometry. Source: OMol25; level of theory: wB97M-V/def2-TZVPD.

Cartesian coordinates (Å):
1 C 0.29 -1.95 0.68
2 C -1.30 0.39 -0.02
3 C -0.65 0.99 1.16
4 C 0.34 0.87 -1.78
5 C 1.47 0.54 -1.13
6 H 0.17 -2.98 1.02
7 H 1.16 -1.84 -0.05
8 H 0.48 -1.39 1.57
9 H -2.37 0.62 0.03
10 H -0.76 2.12 1.14
11 H 0.42 0.81 1.26
12 H -1.16 0.56 2.04
13 H 0.27 1.04 -2.86
14 H 1.43 0.36 -0.10
15 H 2.40 0.36 -1.63
16 O -0.93 0.99 -1.24
17 S -1.27 -1.48 -0.09

The value obtained for the max |F| is 2.2 eV/Å. As for the LUMO energy: 0.9 eV. As for the multiplicity: 1. The highest occupied orbital energy is -8.80 eV. The value obtained for the relative energy (zero: lowest compared OMol25 entry of this formula, charge and spin) is 35.7 kcal per mole. As for the electronic energy: -669.87954 Ha. For the HOMO-LUMO gap, the calculation gives 9.7 eV.

=====

2.
A single C5H8ClFO molecule at a distorted geometry. Source: OMol25; level of theory: wB97M-V/def2-TZVPD.

Cartesian coordinates (Å):
1 C 0.67 1.36 -0.58
2 C 1.27 0.33 0.44
3 C 0.22 -0.66 1.02
4 C -0.50 -1.44 -0.10
5 C -1.72 -1.15 -0.56
6 H -1.19 1.52 -0.05
7 H 0.31 0.88 -1.49
8 H 1.47 2.08 -0.79
9 H 1.70 0.95 1.25
10 H -0.51 0.01 1.52
11 H 0.71 -1.35 1.72
12 H 0.02 -2.31 -0.51
13 H -2.28 -1.65 -1.34
14 O -0.37 2.06 0.02
15 F -2.38 -0.07 -0.14
16 Cl 2.59 -0.58 -0.39

The value obtained for the max |F| is 1.7 eV/Å. As for the LUMO energy: 0.9 eV. As for the multiplicity: 1. The highest occupied orbital energy is -9.94 eV. The value obtained for the relative energy (zero: lowest compared OMol25 entry of this formula, charge and spin) is 15.9 kcal per mole. As for the electronic energy: -830.58560 Ha. For the HOMO-LUMO gap, the calculation gives 10.8 eV.

=====

3.
A molecular structure, C57H51GeNOP2PtS2 at a distorted geometry. Source: OMol25; level of theory: wB97M-V/def2-TZVPD.

Cartesian coordinates (Å):
1 Pt 0.02 -1.02 0.67
2 O 2.64 0.09 -0.67
3 S 1.45 0.56 -1.40
4 C 1.86 2.29 -1.67
5 C 1.93 2.90 -2.91
6 C 2.42 4.21 -3.06
7 C 2.83 4.89 -1.94
8 C 3.41 6.26 -1.76
9 C 3.57 6.42 -0.23
10 C 3.10 5.14 0.36
11 C 2.98 4.70 1.65
12 C 2.46 3.42 1.88
13 C 2.07 2.56 0.86
14 P 1.37 0.97 1.47
15 C 2.68 0.14 2.42
16 C 2.32 -1.10 2.96
17 C 3.23 -1.84 3.69
18 C 4.50 -1.32 3.93
19 C 4.84 -0.07 3.42
20 C 3.95 0.65 2.65
21 C 0.25 1.64 2.75
22 C 0.41 1.45 4.12
23 C -0.50 2.00 5.00
24 C -1.59 2.72 4.53
25 C -1.75 2.91 3.17
26 C -0.84 2.38 2.28
27 C 2.19 2.98 -0.48
28 C 2.69 4.28 -0.68
29 C 1.56 -0.07 -3.06
30 C 2.77 -0.16 -3.71
31 C 2.85 -0.46 -5.08
32 C 1.68 -0.62 -5.78
33 C 1.41 -0.85 -7.23
34 C -0.14 -0.90 -7.35
35 C -0.65 -0.73 -5.96
36 C -1.91 -0.70 -5.42
37 C -2.04 -0.59 -4.03
38 C -0.97 -0.45 -3.17
39 P -1.35 -0.62 -1.38
40 C -2.26 0.90 -1.00
41 C -3.23 0.96 0.00
42 C -3.98 2.11 0.19
43 C -3.74 3.23 -0.59
44 C -2.72 3.20 -1.54
45 C -1.99 2.05 -1.74
46 C -2.53 -2.00 -1.49
47 C -3.90 -1.94 -1.24
48 C -4.68 -3.08 -1.40
49 C -4.10 -4.27 -1.84
50 C -2.74 -4.32 -2.12
51 C -1.96 -3.19 -1.93
52 C 0.34 -0.36 -3.71
53 C 0.45 -0.57 -5.10
54 H 1.63 2.36 -3.79
55 H 2.50 4.64 -4.05
56 H 2.75 7.02 -2.19
57 H 4.36 6.34 -2.28
58 H 2.98 7.26 0.15
59 H 4.61 6.62 0.05
60 H 3.28 5.31 2.49
61 H 2.34 3.09 2.90
62 H 1.31 -1.48 2.81
63 H 2.97 -2.80 4.09
64 H 5.22 -1.89 4.50
65 H 5.82 0.34 3.64
66 H 4.24 1.60 2.23
67 H 1.26 0.89 4.49
68 H -0.36 1.88 6.07
69 H -2.30 3.14 5.23
70 H -2.59 3.48 2.80
71 H -0.96 2.53 1.21
72 H 3.66 0.04 -3.14
73 H 3.81 -0.51 -5.56
74 H 1.87 -1.78 -7.56
75 H 1.83 -0.05 -7.84
76 H -0.48 -1.84 -7.79
77 H -0.51 -0.10 -8.00
78 H -2.79 -0.79 -6.03
79 H -3.04 -0.62 -3.61
80 H -3.41 0.11 0.65
81 H -4.76 2.12 0.94
82 H -4.34 4.12 -0.47
83 H -2.51 4.08 -2.13
84 H -1.21 2.03 -2.49
85 H -4.38 -1.02 -0.94
86 H -5.74 -3.04 -1.21
87 H -4.72 -5.14 -1.97
88 H -2.30 -5.23 -2.49
89 H -0.90 -3.23 -2.14
90 S 2.05 -2.41 0.14
91 C 1.06 -3.78 0.54
92 C 1.56 -5.07 0.77
93 C 0.66 -6.08 1.04
94 C -0.70 -5.79 1.05
95 C -1.10 -4.47 0.85
96 N -0.24 -3.50 0.60
97 H 2.62 -5.24 0.74
98 H 1.00 -7.08 1.23
99 H -1.43 -6.56 1.22
100 H -2.15 -4.20 0.87
101 C -2.55 -3.90 3.78
102 Ge -1.88 -2.03 3.90
103 C -3.32 -0.80 4.57
104 C -0.39 -1.93 5.21
105 C -1.61 -1.25 2.10
106 H -3.06 -4.16 4.70
107 H -1.73 -4.60 3.65
108 H -3.25 -4.03 2.96
109 H -3.65 -1.14 5.54
110 H -4.16 -0.80 3.89
111 H -2.93 0.21 4.66
112 H -0.78 -2.29 6.16
113 H -0.06 -0.91 5.35
114 H 0.45 -2.55 4.93
115 H -1.80 -0.18 2.22
116 H -2.38 -1.70 1.45

Its charge is +2. The value obtained for the max |F| is 2.8 eV/Å. As for the LUMO energy (alpha / beta): -4.5 / -8.0 eV. As for the multiplicity: 5. The highest occupied orbital energy (alpha / beta) is -11.87 / -12.35 eV. As for the electronic energy: -6007.40022 Ha. For the HOMO-LUMO gap (alpha / beta), the calculation gives 7.4 / 4.3 eV.

=====

4.
A molecular structure, C27H58O3P2PbSSi at a distorted geometry. Source: OMol25; level of theory: wB97M-V/def2-TZVPD.

Cartesian coordinates (Å):
1 P -1.61 4.88 -3.39
2 P -0.84 2.07 -5.58
3 C -1.34 4.96 -5.23
4 C -1.70 3.70 -6.02
5 H -0.31 5.28 -5.45
6 H -2.00 5.78 -5.58
7 H -2.79 3.51 -6.03
8 H -1.43 3.85 -7.08
9 C 0.74 2.42 -6.38
10 H 1.44 1.60 -6.23
11 H 1.20 3.34 -6.00
12 H 0.58 2.55 -7.45
13 C -1.74 0.99 -6.69
14 H -1.44 1.21 -7.72
15 H -2.82 1.18 -6.57
16 H -1.52 -0.05 -6.45
17 C -0.92 6.45 -2.87
18 H -0.84 6.45 -1.78
19 H -1.58 7.26 -3.21
20 H 0.08 6.58 -3.31
21 C -3.42 5.02 -3.37
22 H -3.89 4.20 -3.94
23 H -3.70 5.98 -3.81
24 H -3.74 4.97 -2.32
25 Pb -0.92 -0.98 0.33
26 C -0.45 0.99 -4.15
27 C 0.87 1.41 -3.69
28 C 1.02 2.77 -3.24
29 C 1.04 3.02 -1.67
30 C -0.18 3.70 -1.28
31 C -1.48 3.48 -1.85
32 C -2.07 2.31 -2.68
33 C -1.32 1.01 -2.83
34 C -0.32 0.30 2.03
35 H -0.50 -0.05 -4.53
36 H 1.66 0.67 -3.59
37 H 0.13 3.31 -3.66
38 H 1.87 3.30 -3.71
39 H 1.21 2.08 -1.10
40 H 1.93 3.65 -1.47
41 H -0.15 4.25 -0.33
42 H -2.27 3.90 -1.19
43 H -2.25 2.70 -3.72
44 H -3.09 2.13 -2.29
45 H -0.64 0.78 -1.99
46 H -2.05 0.18 -2.83
47 H -0.40 -0.19 3.01
48 H -1.04 1.14 1.98
49 H 0.70 0.67 1.90
50 C 2.62 -0.18 4.98
51 C 2.83 -1.30 3.96
52 C 3.47 -0.73 2.71
53 C 3.70 -2.38 4.60
54 O 1.51 -1.84 3.67
55 Si 1.04 -2.92 2.49
56 S 1.36 -2.36 0.54
57 O 1.70 -4.37 2.95
58 C 2.58 -5.43 2.44
59 C 3.71 -4.87 1.61
60 C 3.13 -6.18 3.65
61 C 1.75 -6.38 1.56
62 O -0.61 -2.88 2.64
63 C -1.70 -3.82 2.95
64 C -2.61 -3.89 1.73
65 C -1.16 -5.19 3.30
66 C -2.45 -3.24 4.15
67 H 3.59 0.26 5.24
68 H 2.16 -0.56 5.90
69 H 1.98 0.62 4.57
70 H 4.43 -0.27 2.97
71 H 3.66 -1.51 1.95
72 H 2.82 0.03 2.27
73 H 3.19 -2.80 5.47
74 H 3.95 -3.18 3.90
75 H 4.65 -1.93 4.94
76 H 4.36 -4.21 2.20
77 H 4.33 -5.71 1.25
78 H 3.33 -4.32 0.74
79 H 2.32 -6.64 4.24
80 H 3.81 -6.98 3.33
81 H 3.70 -5.51 4.30
82 H 1.01 -6.93 2.16
83 H 1.25 -5.83 0.75
84 H 2.42 -7.13 1.10
85 H -2.06 -4.20 0.84
86 H -3.42 -4.61 1.91
87 H -3.08 -2.91 1.54
88 H -0.48 -5.15 4.16
89 H -2.00 -5.84 3.58
90 H -0.66 -5.66 2.45
91 H -1.79 -3.17 5.02
92 H -2.84 -2.24 3.92
93 H -3.30 -3.89 4.40

Its charge is +2. The value obtained for the max |F| is 2.8 eV/Å. As for the LUMO energy (alpha / beta): -7.6 / -6.9 eV. As for the multiplicity: 1. The highest occupied orbital energy (alpha / beta) is -11.87 / -11.87 eV. The value obtained for the relative energy (zero: lowest compared OMol25 entry of this formula, charge and spin) is 15.4 kcal per mole. As for the electronic energy: -2851.97106 Ha. For the HOMO-LUMO gap (alpha / beta), the calculation gives 4.3 / 5.0 eV.

=====

5.
A molecular structure, CH2F4N3P3 at a distorted geometry. Source: OMol25; level of theory: wB97M-V/def2-TZVPD.

Cartesian coordinates (Å):
1 C 2.43 -0.14 0.06
2 N -1.26 1.95 -0.07
3 N -1.84 -0.69 -0.11
4 N 0.50 0.16 0.47
5 F 2.57 0.11 -1.24
6 F 3.08 0.72 0.76
7 F 2.76 -1.38 0.45
8 F -0.20 -2.17 0.61
9 P 0.25 1.84 0.35
10 P -2.35 0.89 -0.60
11 P -0.21 -1.00 -0.56
12 H -2.53 -1.29 -0.54
13 H -3.20 1.00 0.43

The value obtained for the max |F| is 4.7 eV/Å. As for the LUMO energy: -0.6 eV. As for the multiplicity: 1. The highest occupied orbital energy is -8.35 eV. The value obtained for the relative energy (zero: lowest compared OMol25 entry of this formula, charge and spin) is 65.6 kcal per mole. As for the electronic energy: -1627.09367 Ha. For the HOMO-LUMO gap, the calculation gives 7.7 eV.

=====

6.
A molecular structure, C9H4AuCeCl2N2O3 at a distorted geometry. Source: OMol25; level of theory: wB97M-V/def2-TZVPD.

Cartesian coordinates (Å):
1 Au 6.61 -2.53 -3.30
2 Ce 0.54 -0.12 0.08
3 Cl 6.01 -1.90 -1.19
4 Cl -0.69 -2.13 -0.85
5 C -1.22 1.36 -0.35
6 C 8.19 -2.89 -4.43
7 C 5.89 -3.03 -5.09
8 O -2.28 1.75 -0.65
9 O 9.32 -2.99 -4.58
10 O 5.27 -3.34 -6.02
11 N -0.92 -0.51 7.67
12 C -0.78 -0.43 6.51
13 C -0.58 -0.35 5.08
14 C -0.97 -1.39 4.24
15 C -0.75 -1.29 2.88
16 N -0.12 -0.20 2.33
17 C 0.26 0.82 3.15
18 C 0.04 0.76 4.52
19 H -1.44 -2.28 4.66
20 H -1.05 -2.07 2.18
21 H 0.74 1.68 2.67
22 H 0.36 1.58 5.17

Its charge is +4. The value obtained for the max |F| is 10.1 eV/Å. As for the LUMO energy (alpha / beta): -15.5 / -18.8 eV. As for the multiplicity: 4. The highest occupied orbital energy (alpha / beta) is -20.76 / -21.39 eV. The value obtained for the relative energy (zero: lowest compared OMol25 entry of this formula, charge and spin) is 0.0 kcal per mole. As for the electronic energy: -2209.96045 Ha. For the HOMO-LUMO gap (alpha / beta), the calculation gives 5.2 / 2.6 eV.

=====

Please write out number 6 again, unchanged.
A molecular structure, C9H4AuCeCl2N2O3 at a distorted geometry. Source: OMol25; level of theory: wB97M-V/def2-TZVPD.

Cartesian coordinates (Å):
1 Au 6.61 -2.53 -3.30
2 Ce 0.54 -0.12 0.08
3 Cl 6.01 -1.90 -1.19
4 Cl -0.69 -2.13 -0.85
5 C -1.22 1.36 -0.35
6 C 8.19 -2.89 -4.43
7 C 5.89 -3.03 -5.09
8 O -2.28 1.75 -0.65
9 O 9.32 -2.99 -4.58
10 O 5.27 -3.34 -6.02
11 N -0.92 -0.51 7.67
12 C -0.78 -0.43 6.51
13 C -0.58 -0.35 5.08
14 C -0.97 -1.39 4.24
15 C -0.75 -1.29 2.88
16 N -0.12 -0.20 2.33
17 C 0.26 0.82 3.15
18 C 0.04 0.76 4.52
19 H -1.44 -2.28 4.66
20 H -1.05 -2.07 2.18
21 H 0.74 1.68 2.67
22 H 0.36 1.58 5.17

Its charge is +4. The value obtained for the max |F| is 10.1 eV/Å. As for the LUMO energy (alpha / beta): -15.5 / -18.8 eV. As for the multiplicity: 4. The highest occupied orbital energy (alpha / beta) is -20.76 / -21.39 eV. The value obtained for the relative energy (zero: lowest compared OMol25 entry of this formula, charge and spin) is 0.0 kcal per mole. As for the electronic energy: -2209.96045 Ha. For the HOMO-LUMO gap (alpha / beta), the calculation gives 5.2 / 2.6 eV.

=====

Question: Which of these has the lowest max |F|?
Answer: C5H8ClFO

=====

Question: electronic energy of number 4 (C27H58O3P2PbSSi)?
Answer: -2851.97106 Ha

=====

Copy entry 6 word for word.
A molecular structure, C9H4AuCeCl2N2O3 at a distorted geometry. Source: OMol25; level of theory: wB97M-V/def2-TZVPD.

Cartesian coordinates (Å):
1 Au 6.61 -2.53 -3.30
2 Ce 0.54 -0.12 0.08
3 Cl 6.01 -1.90 -1.19
4 Cl -0.69 -2.13 -0.85
5 C -1.22 1.36 -0.35
6 C 8.19 -2.89 -4.43
7 C 5.89 -3.03 -5.09
8 O -2.28 1.75 -0.65
9 O 9.32 -2.99 -4.58
10 O 5.27 -3.34 -6.02
11 N -0.92 -0.51 7.67
12 C -0.78 -0.43 6.51
13 C -0.58 -0.35 5.08
14 C -0.97 -1.39 4.24
15 C -0.75 -1.29 2.88
16 N -0.12 -0.20 2.33
17 C 0.26 0.82 3.15
18 C 0.04 0.76 4.52
19 H -1.44 -2.28 4.66
20 H -1.05 -2.07 2.18
21 H 0.74 1.68 2.67
22 H 0.36 1.58 5.17

Its charge is +4. The value obtained for the max |F| is 10.1 eV/Å. As for the LUMO energy (alpha / beta): -15.5 / -18.8 eV. As for the multiplicity: 4. The highest occupied orbital energy (alpha / beta) is -20.76 / -21.39 eV. The value obtained for the relative energy (zero: lowest compared OMol25 entry of this formula, charge and spin) is 0.0 kcal per mole. As for the electronic energy: -2209.96045 Ha. For the HOMO-LUMO gap (alpha / beta), the calculation gives 5.2 / 2.6 eV.